ORCA calculation (wB97M-V/def2-TZVPD) on the molecule C6H8N2O.

```
17
Properties=species:S:1:pos:R:3
C -0.18 -1.64 1.59
N -0.51 0.53 0.83
H -1.08 -1.92 0.91
H -2.41 1.56 1.25
C 0.19 0.62 -0.57
H -2.31 2.45 -1.11
C 1.55 0.05 -0.72
C 2.08 -0.30 -1.91
H 1.92 -0.26 0.27
H 0.66 -2.15 1.03
N -0.50 1.38 -1.34
O -0.27 -0.24 1.92
H -0.22 -2.07 2.60
C -1.69 1.22 0.54
H 2.96 -0.88 -1.80
C -1.68 1.69 -0.75
H 1.47 -0.04 -2.73
```

Properties
net charge	0
SMILES	C=Cc1nccn1OC
HOMO	-0.302	Eh

ORCA calculation (wB97M-V/def2-TZVPD) on the ion C6H8N2O with charge +2.

```
17
Properties=species:S:1:pos:R:3
N -0.92 -1.69 -0.08
C 1.40 0.74 0.56
C 1.28 -0.58 -0.19
C -0.80 0.68 -0.28
N -1.97 0.91 -0.05
H 0.64 2.04 -1.02
C -0.20 -0.67 -0.66
H 1.93 -0.60 -1.06
H 1.56 -1.43 0.44
C -1.56 -2.49 0.42
H 0.08 2.50 0.59
H -0.25 -0.82 -1.75
O -3.04 1.25 0.16
C 0.35 1.66 -0.04
H 2.39 1.20 0.45
H -2.14 -3.28 0.87
H 1.25 0.61 1.64
```

Properties
net charge	+2
SMILES	C#[N+][C@@H]1CCCC1=[N+]=O
HOMO	-0.751	Eh

ORCA calculation (wB97M-V/def2-TZVPD) on a cluster of 2 separate species, C6H8N2O2 in total.

```
18
Properties=species:S:1:pos:R:3
C 3.09 1.08 -0.06
H 0.33 1.41 -0.44
H 3.37 1.14 -1.16
O 1.02 -1.05 -0.73
H -3.19 -1.82 0.87
H -3.62 0.60 0.68
C -2.77 0.06 0.16
N -1.22 -1.67 -0.43
H 3.01 -1.03 0.04
H -0.84 -2.70 -0.06
H 2.82 2.01 0.41
C 2.86 -0.09 0.55
C -0.17 -0.65 -0.56
O -2.27 2.23 -0.17
C -1.88 1.10 -0.36
H 2.41 -0.06 1.56
C -2.39 -1.24 0.35
N -0.54 0.67 -0.66
```

Properties
net charge	0
SMILES	O=c1cc[nH]c(=O)[nH]1.C=C
HOMO	-0.345	Eh

ORCA calculation (wB97M-V/def2-TZVPD) on the molecule C6H8N2O2.

```
18
Properties=species:S:1:pos:R:3
N -1.76 1.07 1.82
H 0.44 1.95 -0.79
H -0.16 1.33 -2.35
H 2.31 0.11 0.91
H 1.72 -2.26 1.03
O -2.09 1.46 2.90
H 1.06 -0.95 -1.42
N -1.92 -0.24 -1.21
C 1.20 0.01 -1.06
C 0.04 1.09 -1.33
C 0.88 -1.47 1.01
C -1.46 0.97 0.71
H 2.01 0.46 -1.63
C 1.44 -0.34 0.37
H -0.11 -1.69 0.52
C -1.28 0.70 -0.72
H 0.57 -1.25 2.13
O -2.87 -0.96 -0.92
```

Properties
net charge	0
HOMO (spin up / spin down)	-0.347 / -0.285	Eh

ORCA calculation (wB97M-V/def2-TZVPD) on a cluster of 2 separate species, C6H8N2O3 in total.

```
19
Properties=species:S:1:pos:R:3
H -2.87 -2.44 -1.73
C 2.10 2.54 -0.31
C 0.68 2.53 0.17
C -1.24 -3.05 -0.33
H -2.51 -4.03 1.21
N 2.99 3.06 0.42
C -2.28 -2.07 -0.88
H 0.65 2.94 1.19
H 0.05 3.17 -0.46
C -2.06 -3.06 0.96
O -0.24 -3.57 -0.73
O -2.99 -2.14 0.37
C 0.11 1.18 0.17
O 4.23 3.02 -0.18
H -1.55 -2.65 1.85
H -1.89 -1.07 -1.09
H 2.36 2.11 -1.27
H 4.81 3.43 0.47
N -0.34 0.11 0.15
```

Properties
net charge	0
SMILES	N#CC/C=N/O.O=C1COC1
HOMO	-0.354	Eh

ORCA calculation (wB97M-V/def2-TZVPD) on a cluster of 2 separate species, C6H8N2O4 in total.

```
20
Properties=species:S:1:pos:R:3
C 2.66 -0.08 0.33
H 2.03 1.70 1.50
H -3.24 2.19 -0.33
N -0.14 0.69 -0.43
H -0.86 2.64 -0.75
H 0.92 0.83 -0.57
O 3.31 -0.29 -0.80
C -2.46 1.31 -0.14
O 0.33 -1.56 -0.53
H -2.09 -2.00 -0.21
H 2.81 2.25 -0.12
C 2.80 1.38 0.73
O -3.85 -0.52 0.79
N -1.81 -0.94 -0.18
C -2.86 -0.12 0.15
O 2.21 -0.98 1.02
C -0.48 -0.67 -0.40
C -1.16 1.65 -0.51
H 3.29 -1.19 -1.14
H 3.83 1.42 1.11
```

Properties
net charge	0
SMILES	O=c1cc[nH]c(=O)[nH]1.CC(=O)O
HOMO	-0.344	Eh

ORCA calculation (wB97M-V/def2-TZVPD) on the molecule C6H8N2OS.

```
18
Properties=species:S:1:pos:R:3
S 0.48 1.91 1.50
C 0.22 0.40 0.76
C 0.00 0.27 -0.82
H 0.04 -1.08 -2.44
C -0.04 2.63 -1.68
C -0.03 -0.82 1.43
H -0.02 -0.02 3.32
H -1.04 2.82 -1.86
C -0.18 -2.05 0.70
N 0.08 -0.92 -1.37
N -0.06 -0.87 2.75
H 0.09 3.19 -0.78
H -0.24 -2.90 1.31
H 0.59 3.12 -2.37
H -0.14 -3.08 -1.25
H 0.14 -1.76 3.24
O 0.23 1.25 -1.75
C -0.10 -2.08 -0.68
```

Properties
net charge	0
2S+1	3
HOMO (spin up / spin down)	-0.172 / -0.303	Eh

ORCA calculation (wB97M-V/def2-TZVPD) on a structure of composition C6H8N2OS3.

```
20
Properties=species:S:1:pos:R:3
H 1.57 -1.53 0.21
H 1.07 -0.38 -2.24
C 0.04 -0.38 0.80
H -3.37 1.54 0.52
O 0.11 -0.63 -4.27
C -0.89 -0.07 -2.00
C -1.64 0.40 0.17
H -0.55 -0.36 2.84
H 0.38 -1.90 -2.27
N 2.46 0.93 2.67
H 3.15 1.08 1.86
C -1.89 0.44 -1.13
S 1.75 -0.54 2.79
H -2.70 0.98 -1.46
H 2.83 1.26 3.55
N 0.17 -0.22 2.12
C 0.77 -0.83 -0.21
S -1.01 0.11 -3.70
S -2.59 1.00 1.42
C 0.34 -0.88 -1.67
```

Properties
net charge	0
HOMO (spin up / spin down)	-0.276 / -0.276	Eh

In order of appearance, DFT total energy = -418.03013 -417.31612 -493.33818 -493.12212 -568.53519 -643.90808 -816.22661 -1612.57062 Ha.
In order of appearance, energy above the lowest of the compared OMol25 structures with the same formula, charge and spin = 4.168 0.000 2.958 8.837 4.305 1.792 1.012 5.153 eV.
In order of appearance, maximum force = 5.99 3.04 4.92 4.47 1.44 4.19 7.02 6.68 eV/Å.